A 10-piece molecular cluster, C28H33B3F9O33P overall in a non-equilibrium geometry. Source: OMol25; level of theory: ωB97M-V/def2-TZVPD.

Last columns: bonded neighbours and bond lengths (Å).
Geometry (Å):
1 O -1.633 -1.749 2.376  P2 1.476
2 P -0.687 -1.247 1.362  O1 1.476, O3 1.609, O4 1.587, C5 1.781
3 O 0.378 -2.375 0.937  P2 1.609, H12 0.969
4 O 0.253 -0.050 1.814  P2 1.587, H13 0.975
5 C -1.516 -0.701 -0.116  P2 1.781, B6 1.558, H14 1.088, H15 1.089
6 B -3.012 -0.534 0.288  C5 1.558, O7 1.386, O11 1.397
7 O -3.410 0.455 1.173  B6 1.386, B8 1.380
8 B -4.204 -0.044 2.186  O7 1.380, O9 1.390, H16 1.185
9 O -5.257 -0.858 1.787  B8 1.390, B10 1.379
10 B -4.922 -1.783 0.821  O9 1.379, O11 1.392, H17 1.188
11 O -4.006 -1.409 -0.158  B6 1.397, B10 1.392
12 H 0.024 -3.240 1.195  O3 0.969
13 H 0.385 0.609 1.107  O4 0.975
14 H -1.362 -1.448 -0.893  C5 1.088
15 H -1.080 0.242 -0.443  C5 1.089
16 H -3.941 0.110 3.331  B8 1.185
17 H -5.402 -2.869 0.821  B10 1.188
18 O 6.752 -1.143 2.924  C19 1.182
19 C 5.713 -1.377 2.410  O18 1.182, O20 1.348, O24 1.368
20 O 4.566 -1.682 3.050  C19 1.348, C21 1.432
21 C 3.502 -1.737 2.094  O20 1.432, C22 1.517, H25 1.090, H26 1.085
22 C 4.255 -2.002 0.804  C21 1.517, F23 1.351, O24 1.419, H27 1.092
23 F 3.678 -1.414 -0.267  C22 1.351
24 O 5.504 -1.379 1.058  C19 1.368, C22 1.419
25 H 2.991 -0.775 2.051  C21 1.090
26 H 2.795 -2.516 2.358  C21 1.085
27 H 4.422 -3.057 0.583  C22 1.092
28 O 0.392 1.908 -0.536  C29 1.197
29 C -0.146 2.875 -0.078  O28 1.197, O30 1.335, O34 1.347
30 O 0.200 4.143 -0.308  C29 1.335, C31 1.443
31 C -0.810 4.997 0.268  O30 1.443, C32 1.518, H35 1.090, H36 1.083
32 C -1.418 4.088 1.321  C31 1.518, F33 1.347, O34 1.426, H37 1.090
33 F -2.745 4.261 1.474  C32 1.347
34 O -1.205 2.799 0.750  C29 1.347, C32 1.426
35 H -1.550 5.245 -0.493  C31 1.090
36 H -0.361 5.899 0.667  C31 1.083
37 H -0.936 4.128 2.298  C32 1.090
38 O -5.395 1.447 -5.624  C39 1.181
39 C -5.765 0.917 -4.636  O38 1.181, O40 1.352, O44 1.369
40 O -4.972 0.483 -3.630  C39 1.352, C41 1.430
41 C -5.801 0.044 -2.551  O40 1.430, C42 1.517, H45 1.090, H46 1.085
42 C -7.108 -0.255 -3.261  C41 1.517, F43 1.362, O44 1.408, H47 1.091
43 F -8.167 0.022 -2.451  C42 1.362
44 O -7.074 0.643 -4.344  C39 1.369, C42 1.408
45 H -5.948 0.864 -1.848  C41 1.090
46 H -5.358 -0.803 -2.039  C41 1.085
47 H -7.224 -1.270 -3.644  C42 1.091
48 O -7.423 4.297 2.683  C49 1.185
49 C -7.767 3.391 2.001  O48 1.185, O50 1.348, O54 1.361
50 O -8.973 3.269 1.410  C49 1.348, C51 1.432
51 C -8.954 2.125 0.550  O50 1.432, C52 1.518, H55 1.091, H56 1.085
52 C -7.824 1.307 1.149  C51 1.518, F53 1.351, O54 1.415, H57 1.092
53 F -7.120 0.624 0.221  C52 1.351
54 O -6.997 2.306 1.715  C49 1.361, C52 1.415
55 H -8.696 2.432 -0.465  C51 1.091
56 H -9.920 1.632 0.560  C51 1.085
57 H -8.123 0.611 1.935  C52 1.092
58 O -2.767 3.605 4.716  C59 1.181
59 C -3.798 3.211 5.135  O58 1.181, O60 1.357, O64 1.360
60 O -4.910 2.999 4.387  C59 1.357, C61 1.427
61 C -5.917 2.423 5.216  O60 1.427, C62 1.518, H65 1.092, H66 1.086
62 C -5.462 2.841 6.603  C61 1.518, F63 1.353, O64 1.412, H67 1.091
63 F -5.743 1.909 7.543  C62 1.353
64 O -4.063 2.941 6.441  C59 1.360, C62 1.412
65 H -5.888 1.335 5.125  C61 1.092
66 H -6.894 2.802 4.933  C61 1.086
67 H -5.848 3.804 6.940  C62 1.091
68 O 5.791 -4.729 -2.185  C69 1.187
69 C 6.353 -3.683 -2.198  O68 1.187, O70 1.345, O74 1.359
70 O 5.763 -2.482 -2.066  C69 1.345, C71 1.434
71 C 6.779 -1.471 -2.005  O70 1.434, C72 1.517, H75 1.090, H76 1.085
72 C 7.939 -2.165 -2.693  C71 1.517, F73 1.358, O74 1.420, H77 1.091
73 F 9.145 -1.820 -2.175  C72 1.358
74 O 7.691 -3.529 -2.385  C69 1.359, C72 1.420
75 H 7.014 -1.254 -0.963  C71 1.090
76 H 6.438 -0.573 -2.509  C71 1.085
77 H 7.970 -2.044 -3.776  C72 1.091
78 O -2.012 7.048 2.301  C79 1.188
79 C -3.146 6.877 2.611  O78 1.188, O80 1.345, O84 1.358
80 O -4.163 6.682 1.753  C79 1.345, C81 1.432
81 C -5.335 6.334 2.498  O80 1.432, C82 1.518, H85 1.090, H86 1.084
82 C -5.015 6.926 3.859  C81 1.518, F83 1.358, O84 1.413, H87 1.091
83 F -5.518 6.191 4.884  C82 1.358
84 O -3.604 6.868 3.890  C79 1.358, C82 1.413
85 H -5.415 5.249 2.571  C81 1.090
86 H -6.218 6.746 2.022  C81 1.084
87 H -5.330 7.961 4.000  C82 1.091
88 O 6.496 -2.025 -5.821  C89 1.187
89 C 6.315 -3.189 -5.957  O88 1.187, O90 1.350, O94 1.355
90 O 7.074 -4.149 -5.388  C89 1.350, C91 1.432
91 C 6.450 -5.420 -5.603  O90 1.432, C92 1.519, H95 1.091, H96 1.085
92 C 5.604 -5.136 -6.832  C91 1.519, F93 1.351, O94 1.419, H97 1.091
93 F 4.440 -5.822 -6.838  C92 1.351
94 O 5.329 -3.751 -6.697  C89 1.355, C92 1.419
95 H 5.816 -5.662 -4.748  C91 1.091
96 H 7.206 -6.186 -5.742  C91 1.085
97 H 6.110 -5.302 -7.785  C92 1.091
98 O 10.957 -7.982 -1.177  C99 1.181
99 C 11.159 -6.883 -1.562  O98 1.181, O100 1.354, O104 1.364
100 O 11.616 -5.858 -0.805  C99 1.354, C101 1.428
101 C 11.887 -4.744 -1.655  O100 1.428, C102 1.517, H105 1.091, H106 1.085
102 C 11.010 -5.045 -2.857  C101 1.517, F103 1.356, O104 1.413, H107 1.091
103 F 11.562 -4.630 -4.024  C102 1.356
104 O 10.957 -6.456 -2.842  C99 1.364, C102 1.413
105 H 12.938 -4.754 -1.949  C101 1.091
106 H 11.643 -3.815 -1.149  C101 1.085
107 H 9.995 -4.650 -2.792  C102 1.091

The structure (SMILES) is O=P(O)(O)CB1OBOBO1.O=C1OC[C@@H](F)O1.O=C1OC[C@@H](F)O1.O=C1OC[C@@H](F)O1.O=C1OC[C@@H](F)O1.O=C1OC[C@@H](F)O1.O=C1OC[C@@H](F)O1.O=C1OC[C@@H](F)O1.O=C1OC[C@@H](F)O1.O=C1OC[C@@H](F)O1. For the lowest unoccupied orbital energy, the calculation gives 0.05 eV. The calculation puts the largest force on an atom at 0.0220 Eh/bohr. The spin multiplicity is 1. The energy above the lowest of the compared OMol25 structures with the same formula, charge and spin is 0.0 kcal/mol. For the electronic energy, the calculation gives -4884.93640 Ha.

Löwdin population analysis, charges in e, atoms 1 to 2: O -0.236; P 0.445